Record 1
This record from the OMol25 dataset describes a cluster of 2 separate species, C3H5NO4 in total at a distorted geometry. The level of theory is ωB97M-V with the def2-TZVPD basis set.

Calculated total energy ... -472.7093 a.u.
Molecular weight ... 119.076 g/mol
Multiplicity ... 3
HOMO-LUMO gap (spin up / spin down) ... 8.3 / 6.4 eV

Geometry as XYZ:
```
13
C3H5NO4 | the OMol25 dataset | ωB97M-V with the def2-TZVPD basis set
C -0.59726 -0.19089 -0.01271
C 1.87197 0.27071 -0.30076
C -0.95561 -1.10258 1.01525
N -1.38054 0.53397 -0.69392
O -0.79157 1.53503 -1.48069
O -2.63191 0.55169 -0.62584
O 1.99086 1.11559 -1.10919
O 2.48250 -0.13545 0.72214
H -0.66268 -0.84703 1.96975
H -0.41712 -2.09466 0.68247
H -2.10468 -1.23491 1.03283
H -0.07082 1.31288 -2.14075
H 3.26687 0.28564 0.94144
```



Record 2
This record from the OMol25 dataset describes the ion C3H5NO5 with charge -2 at a distorted geometry. The level of theory is ωB97M-V with the def2-TZVPD basis set.

Calculated total energy ... -548.1594 a.u.
Molecular weight ... 135.075 g/mol
SMILES ... CN(O)[C@]([O-])(O)C(=O)[O-]
Total charge ... -2
HOMO-LUMO gap ... 5.8 eV

Geometry as XYZ:
```
14
C3H5NO5 | the OMol25 dataset | ωB97M-V with the def2-TZVPD basis set
C 0.78990 -0.36590 0.59991
N -0.00129 0.73177 0.44176
O 0.63888 1.71287 -0.48689
C -1.70840 0.43453 -0.09555
O -1.89379 1.39864 -0.97729
O -2.34746 0.57909 1.15073
C -1.67627 -1.04214 -0.62483
O -1.15991 -1.11483 -1.76087
O -2.15433 -1.89551 0.19942
H 1.81951 -0.07491 0.77206
H 0.46744 -1.01295 1.49917
H 0.78664 -1.05796 -0.30095
H -0.14938 2.00075 -1.00914
H -2.45457 -0.37399 1.44537
```



Record 3
This record from the OMol25 dataset describes the molecule C3H5NO5S at a distorted geometry. The level of theory is ωB97M-V with the def2-TZVPD basis set.

Calculated total energy ... -946.2493 a.u.
Molecular weight ... 167.142 g/mol
HOMO-LUMO gap ... 8.5 eV

Geometry as XYZ:
```
15
C3H5NO5S | the OMol25 dataset | ωB97M-V with the def2-TZVPD basis set
C 0.99312 -1.24938 -0.34403
C 1.84918 -0.10899 0.28865
C -1.15614 2.25319 -0.04802
N 1.58753 0.20636 1.47637
O -2.57598 -0.72491 0.37341
O -2.06635 2.42782 -0.97105
O -0.28255 -1.48497 0.30213
O -0.71190 1.11674 0.17175
O 0.91123 -1.31395 -1.66772
S -1.41733 -0.52751 -0.44920
H 1.62168 -2.18722 -0.03752
H -2.50102 1.61509 -1.39037
H 0.86967 -0.31370 2.13266
H 2.22191 0.73210 2.09668
H 0.65695 -0.44067 -1.93373
```



Record 4
This record from the OMol25 dataset describes the ion C3H5NOP with charge -1 at a distorted geometry. The level of theory is ωB97M-V with the def2-TZVPD basis set.

Calculated total energy ... -588.5263 a.u.
Molecular weight ... 102.053 g/mol
SMILES ... [O-]N1C=[PH]=CC1
Total charge ... -1
HOMO-LUMO gap ... 6.3 eV

Geometry as XYZ:
```
11
C3H5NOP | the OMol25 dataset | ωB97M-V with the def2-TZVPD basis set
O -2.25392 0.40545 0.03506
N -0.98336 0.38415 -0.01534
C -0.15909 1.29185 -0.47939
P 1.50692 0.85225 0.14031
C 1.05548 -0.98431 0.08134
C -0.44574 -0.94418 0.17035
H -0.57418 2.20073 -0.70844
H 2.20357 0.97352 -1.01187
H 1.41597 -1.39836 1.05559
H -0.94488 -1.69895 -0.46900
H -0.82077 -1.08216 1.20139
```